This record from OMol25 describes a 2-piece molecular cluster, C28H33N5O2 overall in a non-equilibrium geometry. The level of theory is ωB97M-V/def2-TZVPD.

Values from the calculation:
Frontier orbital gap   6.0 eV
ΔE to the lowest compared entry with this formula, charge and spin   0.771 eV
Largest force on an atom   0.05797 Eh/bohr
Energy   -1510.88653 hartree

Element x y z (Å)
O -4.958 -3.839 -0.543
C -4.032 -3.152 -0.115
C -2.658 -3.620 0.113
N -1.618 -2.832 0.511
C -0.543 -3.662 0.608
C -0.980 -4.965 0.265
N -2.310 -4.919 -0.038
H -4.180 -2.075 0.150
H 0.441 -3.338 0.914
H -0.397 -5.880 0.229
C 2.995 3.887 -2.035
N 2.209 2.675 -2.107
C 1.985 2.044 -3.306
O 2.368 2.440 -4.384
C 1.184 0.776 -3.002
C 1.993 -0.500 -3.233
C 2.375 -0.674 -4.683
C 1.418 -1.108 -5.603
C 1.750 -1.198 -6.958
C 3.034 -0.848 -7.391
C 3.998 -0.440 -6.460
C 3.670 -0.363 -5.107
N 0.814 0.970 -1.595
C 0.018 0.066 -0.990
C -0.366 0.155 0.354
C -1.283 -0.660 1.022
C -1.604 -0.505 2.410
C -2.440 -1.422 3.112
C -2.812 -1.205 4.427
C -2.414 -0.022 5.105
N -2.806 0.222 6.422
C -2.038 -0.298 7.534
C -3.697 1.309 6.779
C -1.590 0.900 4.417
C -1.150 0.636 3.136
C 1.459 2.154 -0.975
C 2.425 1.762 0.153
C 0.437 3.200 -0.494
H 3.536 4.007 -2.975
H 2.361 4.770 -1.878
H 3.715 3.827 -1.212
H 0.276 0.788 -3.636
H 2.892 -0.440 -2.601
H 1.381 -1.341 -2.885
H 0.416 -1.364 -5.247
H 0.998 -1.532 -7.673
H 3.290 -0.903 -8.450
H 5.003 -0.165 -6.782
H 4.404 -0.041 -4.363
H -0.345 -0.748 -1.641
H 0.094 0.963 0.917
H -1.922 -1.345 0.419
H -2.800 -2.310 2.592
H -3.462 -1.913 4.945
H -1.303 -1.030 7.182
H -1.512 0.512 8.061
H -2.716 -0.780 8.249
H -4.220 1.685 5.893
H -4.438 0.938 7.498
H -3.154 2.137 7.258
H -1.290 1.827 4.907
H -0.491 1.363 2.655
H 3.210 1.108 -0.251
H 2.885 2.673 0.557
H 1.915 1.239 0.967
H -0.085 3.625 -1.362
H -0.306 2.773 0.188
H 0.971 4.005 0.027

***

This record from OMol25 describes C18H28BCuN10O7P2S as an isolated structure. The level of theory is ωB97M-V/def2-TZVPD.

Values from the calculation:
Frontier orbital gap   4.6 eV
ΔE to the lowest compared entry with this formula, charge and spin   0.000 eV
Largest force on an atom   0.00477 Eh/bohr
Energy   -4523.59584 hartree

Element x y z (Å)
Cu -1.053 1.075 0.886
C 2.570 2.048 0.949
C 2.224 0.618 0.698
C 3.111 -0.458 0.534
C 2.309 -1.565 0.367
N 1.030 -1.158 0.427
N 0.972 0.184 0.623
B -0.306 -1.872 0.441
N -1.239 -1.226 -0.627
C -1.692 -1.781 -1.752
C -2.448 -0.848 -2.429
C -2.409 0.311 -1.656
C -3.074 1.600 -1.992
N -1.667 0.052 -0.568
N -1.005 -1.588 1.813
C -1.108 -2.339 2.913
C -1.765 -1.610 3.885
C -2.022 -0.363 3.313
C -2.703 0.811 3.921
N -1.559 -0.382 2.059
N -0.263 -3.359 0.203
C -1.307 -4.217 0.351
C -0.941 -5.421 -0.188
C 0.363 -5.205 -0.688
C 1.249 -6.169 -1.408
N 0.755 -3.966 -0.458
H 3.644 2.189 0.834
H 2.065 2.714 0.253
H 2.295 2.347 1.962
H 4.186 -0.423 0.538
H 2.539 -2.600 0.192
H -1.437 -2.797 -2.002
H -2.947 -0.965 -3.374
H -3.802 1.410 -2.779
H -3.582 2.038 -1.137
H -2.346 2.322 -2.357
H -0.723 -3.345 2.922
H -2.035 -1.929 4.877
H -3.508 0.474 4.572
H -2.001 1.398 4.514
H -3.119 1.468 3.160
H -2.224 -3.902 0.822
H -1.520 -6.328 -0.224
H 1.050 -7.192 -1.091
H 1.086 -6.115 -2.486
H 2.295 -5.938 -1.215
O -2.158 3.920 2.586
P -0.616 3.514 2.616
O 0.049 3.952 3.831
O -0.503 1.983 2.349
O -0.005 4.231 1.291
P -0.534 3.912 -0.187
O -1.662 5.009 -0.453
O 0.551 3.961 -1.173
O -1.401 2.647 -0.029
H -2.571 3.833 1.716
H -1.320 5.753 -0.962
C 3.329 3.052 -2.480
N 2.231 2.114 -2.488
C 2.276 0.881 -2.994
N 3.444 0.505 -3.573
S 0.962 -0.164 -2.949
H 2.970 3.974 -2.030
H 3.685 3.268 -3.490
H 4.169 2.688 -1.878
H 1.361 2.428 -2.078
H 4.296 1.010 -3.402
H 3.511 -0.466 -3.821

***

This record from OMol25 describes a 2-piece molecular cluster, C2H7NO2 overall in a non-equilibrium geometry. The level of theory is ωB97M-V/def2-TZVPD.

Values from the calculation:
Frontier orbital gap   10.8 eV
ΔE to the lowest compared entry with this formula, charge and spin   0.706 eV
Largest force on an atom   0.04423 Eh/bohr
Energy   -285.64587 hartree
Structure (SMILES)   CC(N)=O.O

Element x y z (Å)
C -0.740 -0.065 0.737
C -0.919 -0.715 -0.595
H 0.653 0.313 2.139
H 1.325 -0.489 0.700
H -1.833 -1.282 -0.683
H -0.050 -1.355 -0.849
H -0.966 0.035 -1.381
H 0.790 1.190 -0.305
H 1.361 0.724 -1.559
N 0.505 -0.202 1.274
O -1.634 0.430 1.388
O 1.509 1.417 -0.867

***

This record from OMol25 describes a 7-piece molecular cluster, H14O7 overall in a non-equilibrium geometry. The level of theory is ωB97M-V/def2-TZVPD.

Values from the calculation:
Frontier orbital gap   10.9 eV
ΔE to the lowest compared entry with this formula, charge and spin   3.979 eV
Largest force on an atom   0.10424 Eh/bohr
Energy   -534.97763 hartree
Structure (SMILES)   O.O.O.O.O.O.O

Element x y z (Å)
H -0.009 2.038 -0.604
H 1.044 0.847 -0.299
H 1.334 -2.059 -0.667
H 0.227 -1.965 0.337
H -2.072 -2.332 -1.685
H -1.815 -1.626 -0.261
H -3.832 0.713 1.134
H -4.861 -0.313 1.603
H 1.284 -0.508 0.756
H 2.700 -0.171 1.072
H -2.829 3.311 -0.556
H -2.899 2.001 0.091
H 6.202 0.606 -0.685
H 5.198 -0.303 -0.026
O 0.668 1.755 -0.003
O 0.576 -1.539 -0.380
O -2.242 -2.391 -0.751
O -3.994 -0.299 1.123
O 2.190 -0.568 0.464
O -2.685 2.432 -0.815
O 5.815 0.371 0.151

***

This record from OMol25 describes C25H65MnO27S8 as an isolated structure in a non-equilibrium geometry. The level of theory is ωB97M-V/def2-TZVPD.

Values from the calculation:
Frontier orbital gap (spin up / spin down)   3.8 / 9.3 eV
Largest force on an atom   0.11400 Eh/bohr
Energy   -7359.26203 hartree
Expectation value of S²   12.002
Multiplicity   7

Element x y z (Å)
Mn 1.860 1.836 -1.112
O -0.085 -1.416 0.102
C 0.479 -0.287 -0.290
O 0.836 -0.041 -1.459
O 1.054 0.491 0.512
H 0.041 -1.824 -0.758
O 0.020 3.135 -0.380
S -0.927 4.045 0.255
O -1.028 4.265 1.707
O -0.798 5.484 -0.637
C 0.353 6.321 -0.376
C -0.197 7.584 0.207
C -2.657 3.663 -0.361
H 0.983 6.539 -1.239
H 1.068 5.875 0.315
H 0.597 8.306 0.398
H -0.785 7.400 1.106
H -0.852 8.132 -0.471
H -2.471 3.509 -1.423
H -3.354 4.467 -0.124
H -2.948 2.742 0.145
O 0.019 3.557 -5.033
S -0.098 2.452 -4.032
O 0.813 2.499 -2.885
O -1.599 2.530 -3.404
C -2.655 2.343 -4.319
C -4.055 2.534 -3.652
C -0.079 0.732 -4.747
H -2.623 1.313 -4.674
H -2.508 2.999 -5.178
H -4.826 2.119 -4.300
H -4.178 3.497 -3.156
H -4.035 1.854 -2.800
H 0.941 0.575 -5.098
H -0.680 0.725 -5.656
H -0.388 0.071 -3.937
O -3.277 -0.674 -1.480
S -3.156 -1.883 -2.320
O -3.272 -1.738 -3.745
O -1.736 -2.620 -1.922
C -1.210 -3.552 -2.898
C -0.048 -4.359 -2.332
C -4.354 -3.166 -1.775
H -0.781 -2.986 -3.725
H -1.907 -4.313 -3.250
H 0.641 -3.700 -1.804
H 0.643 -4.921 -2.961
H -0.298 -4.973 -1.467
H -4.079 -4.149 -2.158
H -5.297 -2.814 -2.195
H -4.421 -3.226 -0.689
O 3.934 0.415 -0.661
S 4.670 -0.751 -0.410
O 5.956 -1.123 -1.097
O 5.097 -0.717 1.268
C 4.248 -0.011 2.207
C 4.691 1.441 2.352
C 3.538 -2.145 -0.404
H 4.345 -0.379 3.228
H 3.170 -0.021 2.044
H 4.927 1.857 1.372
H 5.654 1.614 2.833
H 3.918 2.039 2.835
H 3.241 -2.260 -1.446
H 2.678 -1.983 0.246
H 4.020 -3.038 -0.007
O 3.367 2.401 -5.078
S 3.831 1.303 -4.234
O 3.043 0.825 -3.086
O 3.979 -0.078 -5.163
C 4.366 -1.222 -4.525
C 3.138 -2.159 -4.561
C 5.564 1.512 -3.740
H 4.728 -1.152 -3.499
H 5.185 -1.691 -5.072
H 3.500 -3.186 -4.591
H 2.490 -1.923 -5.406
H 2.544 -1.940 -3.674
H 5.726 2.421 -3.160
H 6.102 1.536 -4.687
H 5.808 0.672 -3.089
O 0.233 -0.315 4.718
S 0.077 1.104 4.980
O -1.187 1.545 5.524
O 1.320 1.580 6.068
C 1.302 2.897 6.620
C 2.453 3.693 5.908
C 0.530 2.158 3.570
H 1.492 2.816 7.690
H 0.325 3.370 6.516
H 2.116 3.989 4.914
H 3.380 3.178 5.654
H 2.667 4.650 6.384
H 0.145 1.745 2.637
H 1.598 2.059 3.379
H 0.111 3.142 3.777
O -4.977 -4.041 4.283
S -5.298 -2.706 3.710
O -5.863 -1.698 4.636
O -3.949 -2.071 2.943
C -4.062 -0.801 2.285
C -2.561 -0.290 2.450
C -6.356 -2.887 2.209
H -4.819 -0.160 2.737
H -4.311 -0.833 1.224
H -2.272 -0.147 3.491
H -2.372 0.663 1.956
H -1.891 -1.097 2.151
H -6.532 -1.954 1.674
H -7.267 -3.404 2.510
H -5.923 -3.652 1.564
O 2.019 -5.219 3.361
S 1.240 -4.772 2.218
O 1.614 -4.805 0.811
O -0.286 -5.406 2.450
C -1.346 -5.073 1.487
C -2.638 -4.854 2.283
C 0.766 -3.028 2.633
H -1.482 -5.903 0.793
H -1.097 -4.168 0.933
H -2.563 -3.957 2.897
H -2.970 -5.660 2.938
H -3.481 -4.747 1.600
H 1.666 -2.443 2.444
H 0.373 -3.014 3.650
H -0.071 -2.693 2.020

***

This record from OMol25 describes C31H58AsKNPSi3 as an isolated structure. The level of theory is ωB97M-V/def2-TZVPD.

Values from the calculation:
Frontier orbital gap   5.9 eV
ΔE to the lowest compared entry with this formula, charge and spin   0.085 eV
Largest force on an atom   0.00924 Eh/bohr
Energy   -5316.46837 hartree

Element x y z (Å)
K -0.243 -0.429 0.365
C -1.828 3.107 -1.848
C -0.634 2.843 -2.775
C -1.013 3.277 -4.190
P -0.051 1.105 -2.411
C 1.719 1.041 -3.008
C 2.061 1.517 -4.416
C 2.224 -0.387 -2.810
C -0.979 -0.043 -3.477
C -1.139 0.176 -4.851
C -1.857 -0.669 -5.680
C -2.013 -0.391 -7.153
C -2.454 -1.782 -5.082
C -2.306 -2.049 -3.740
C -1.541 -1.216 -2.879
N -1.365 -1.468 -1.568
C -1.617 -2.691 -0.982
C -2.362 -2.733 0.220
C -3.086 -1.515 0.749
C -2.494 -3.929 0.926
C -1.921 -5.112 0.493
C -2.089 -6.401 1.253
C -1.160 -5.061 -0.673
C -0.979 -3.894 -1.396
C -0.025 -3.881 -2.558
H -2.181 4.136 -1.958
H -1.570 2.943 -0.801
H -2.655 2.440 -2.101
H 0.208 3.458 -2.434
H -1.901 2.745 -4.531
H -0.219 3.110 -4.917
H -1.244 4.346 -4.191
H 2.241 1.688 -2.291
H 1.541 0.920 -5.166
H 3.135 1.409 -4.593
H 1.808 2.567 -4.565
H 1.772 -1.054 -3.548
H 1.995 -0.796 -1.821
H 3.309 -0.427 -2.947
H -0.681 1.045 -5.302
H -1.424 0.479 -7.449
H -3.053 -0.189 -7.419
H -1.682 -1.237 -7.760
H -3.053 -2.457 -5.686
H -2.797 -2.915 -3.311
H -2.978 -0.657 0.085
H -2.751 -1.238 1.757
H -4.155 -1.719 0.836
H -3.084 -3.930 1.839
H -2.599 -6.234 2.202
H -1.123 -6.865 1.467
H -2.675 -7.125 0.683
H -0.657 -5.963 -1.013
H 0.628 -4.754 -2.526
H 0.589 -2.976 -2.526
H -0.536 -3.867 -3.522
C 5.601 -0.387 -0.180
Si 4.692 -1.844 0.581
C 5.825 -2.749 1.775
C 4.131 -3.026 -0.762
As 2.765 -0.960 1.573
Si 3.426 0.819 2.945
C 3.631 2.325 1.841
C 5.042 0.472 3.843
C 2.085 1.194 4.205
Si 1.757 -2.579 2.946
C 2.850 -3.215 4.336
C 1.261 -3.989 1.820
C 0.203 -1.828 3.722
H 6.434 -0.739 -0.795
H 6.015 0.271 0.588
H 4.938 0.201 -0.817
H 6.732 -3.074 1.259
H 5.339 -3.641 2.175
H 6.124 -2.120 2.615
H 4.988 -3.348 -1.359
H 3.408 -2.560 -1.433
H 3.672 -3.921 -0.338
H 4.378 2.163 1.062
H 3.947 3.185 2.436
H 2.690 2.584 1.352
H 5.865 0.369 3.132
H 4.982 -0.451 4.425
H 5.299 1.285 4.527
H 1.111 1.361 3.740
H 2.355 2.111 4.736
H 1.977 0.403 4.948
H 3.692 -3.793 3.954
H 2.275 -3.869 4.998
H 3.248 -2.397 4.941
H 2.129 -4.443 1.338
H 0.564 -3.679 1.037
H 0.761 -4.769 2.402
H 0.418 -1.467 4.730
H -0.565 -2.601 3.810
H -0.242 -0.992 3.179

***

Look up the largest force on an atom of the sixth one.
0.00924 Eh/bohr

***

What is the largest force on an atom in the fifth record?
0.11400 Eh/bohr

***

Which value of largest force on an atom does entry 1 give?
0.05797 Eh/bohr